# CHN4

A gas-phase ion, CHN4 (charge -1) (ωB97M-V with the def2-TZVPD basis set, the OMol25 dataset).

Cartesian coordinates (Å):
C (0.787, 0.511, 0.189)
N (-1.007, -0.883, -0.127)
N (0.035, -0.829, 0.480)
N (0.252, 1.489, -0.156)
N (-1.751, -0.534, -0.952)
H (1.684, 0.247, 0.567)

- E_LUMO (spin up / spin down): 5.168 / 5.168 eV
- Orbital gap (spin up / spin down): 0.288 / 0.288 hartree
- Net charge: -1
- Multiplicity: 1

# CHN4O2

2 unconnected molecules or ions with the total composition CHN4O2 (ωB97M-V with the def2-TZVPD basis set, the OMol25 dataset).

Cartesian coordinates (Å):
C (0.074, -0.093, 0.176)
N (-2.168, 0.561, -0.322)
N (-0.704, 0.809, -0.090)
N (-1.594, -1.598, -0.041)
N (-2.265, -0.678, -0.140)
O (2.775, 0.430, -0.292)
O (1.130, -0.623, 0.289)
H (2.752, 1.191, 0.420)

- E_LUMO (spin up / spin down): 2.346 / 2.346 eV
- Orbital gap (spin up / spin down): 0.208 / 0.208 hartree
- Net charge: -1
- Multiplicity: 1

# CHN5S

CHN5S in the gas phase (ωB97M-V with the def2-TZVPD basis set, the OMol25 dataset).

Cartesian coordinates (Å):
S (1.252, -1.656, 3.731)
C (1.266, -0.867, 2.273)
N (1.556, -1.380, 1.114)
N (1.055, -0.986, 0.042)
N (-0.034, -0.179, 0.223)
N (0.287, 0.801, 1.162)
N (1.046, 0.591, 2.089)
H (-0.662, -0.088, -0.543)

- E_LUMO (spin up / spin down): -1.570 / -1.570 eV
- SMILES string: S=c1nn[nH]nn1
- Orbital gap (spin up / spin down): 0.281 / 0.281 hartree
- Multiplicity: 1

# CHNO2

2 unconnected molecules or ions with the total composition CHNO2 (ωB97M-V with the def2-TZVPD basis set, the OMol25 dataset).

Cartesian coordinates (Å):
C (2.339, 0.803, -0.173)
N (-1.716, 0.073, 0.215)
O (3.230, 0.075, -0.164)
O (-1.101, -0.892, -0.037)
H (-2.751, -0.059, 0.158)

- E_LUMO: -0.109 eV
- Orbital gap: 0.342 hartree
- Multiplicity: 1

# CHNO2S

CHNO2S in the gas phase (ωB97M-V with the def2-TZVPD basis set, the OMol25 dataset).

Cartesian coordinates (Å):
O (-1.634, -0.001, -1.788)
S (-1.214, -0.648, -0.548)
C (-1.008, 0.651, 0.782)
N (0.122, 0.130, 0.300)
O (1.717, 0.072, 0.229)
H (2.017, -0.204, 1.025)

- E_LUMO (spin up / spin down): -1.148 / -1.147 eV
- SMILES string: O=S1#CN1O
- Orbital gap (spin up / spin down): 0.319 / 0.319 hartree
- Multiplicity: 1

# CHNO2S

2 unconnected molecules or ions with the total composition CHNO2S (ωB97M-V with the def2-TZVPD basis set, the OMol25 dataset).

Cartesian coordinates (Å):
C (0.308, -0.222, 1.675)
N (0.178, 0.663, 0.868)
O (0.205, -0.700, 2.717)
O (2.656, -1.919, 0.455)
S (3.645, -0.862, 0.333)
H (0.568, 0.657, -0.129)

- E_LUMO (spin up / spin down): 0.633 / -1.489 eV
- Orbital gap (spin up / spin down): 0.387 / 0.349 hartree
- Multiplicity: 3

# CHNO3S

A molecular structure, CHNO3S (ωB97M-V with the def2-TZVPD basis set, the OMol25 dataset).

Cartesian coordinates (Å):
C (-0.051, 0.023, 1.270)
N (-0.065, 0.443, -0.609)
O (-1.079, -0.001, 0.371)
O (0.955, 0.366, 0.432)
O (0.006, -0.432, -1.668)
S (0.086, -0.345, 2.802)
H (0.148, -0.054, -2.599)

- E_LUMO: 0.171 eV
- Orbital gap: 0.362 hartree
- Multiplicity: 1

# CHNO3S

2 unconnected molecules or ions with the total composition CHNO3S (ωB97M-V with the def2-TZVPD basis set, the OMol25 dataset).

Cartesian coordinates (Å):
O (1.849, 0.835, -1.962)
C (1.388, 0.257, -1.059)
N (0.319, -0.020, -0.228)
O (1.680, -0.717, -0.262)
H (0.101, 0.275, 0.800)
O (-0.518, 1.232, 1.822)
S (-0.875, 2.623, 2.046)

- E_LUMO (spin up / spin down): -2.547 / -2.573 eV
- SMILES string: O=C1NO1.O=S
- Orbital gap (spin up / spin down): 0.274 / 0.277 hartree
- Multiplicity: 1

So what do the calculations give for E? Going down the list: -257.64739, -408.02066, -710.51380, -243.83043, -641.89895, -642.06718, -717.17752, -717.19095 hartree.
So what do the calculations give for largest force on an atom? Going down the list: 0.0783, 0.0619, 0.0753, 0.0595, 0.1341, 0.0900, 0.0829, 0.0587 hartree/bohr.
So what do the calculations give for energy above the lowest of the compared OMol25 structures with the same formula, charge and spin? Going down the list: 3.7669, 6.9420, 2.5348, 0.3884, 5.2152, 0.2863, 5.1598, 4.7943 eV.